1.
{
  "formula": "C17H15F2NO2S",
  "method": "wB97M-V/def2-TZVPD",
  "symbols": ["O", "C", "N", "C", "C", "C", "S", "C", "C", "C", "C", "C", "C", "C", "C", "C", "C", "C", "O", "C", "F", "F", "C", "H", "H", "H", "H", "H", "H", "H", "H", "H", "H", "H", "H", "H", "H", "H"],
  "coordinates": [[2.342, -1.438, -0.225], [1.169, -1.124, -0.238], [0.707, 0.017, 0.325], [1.594, 0.980, 0.960], [1.392, 0.991, 2.477], [0.026, 1.526, 2.859], [-0.117, 3.295, 2.451], [0.675, 3.371, 0.876], [0.551, 4.583, 0.198], [1.130, 4.759, -1.040], [1.841, 3.720, -1.622], [1.974, 2.524, -0.945], [1.407, 2.329, 0.311], [0.125, -1.976, -0.889], [0.518, -2.786, -1.949], [-0.397, -3.606, -2.583], [-1.713, -3.641, -2.153], [-2.096, -2.847, -1.084], [-3.449, -2.876, -0.678], [-3.720, -3.494, 0.472], [-3.132, -2.908, 1.550], [-3.275, -4.775, 0.497], [-1.194, -2.011, -0.448], [-0.251, 0.292, 0.182], [2.607, 0.616, 0.748], [2.168, 1.609, 2.933], [1.500, -0.029, 2.851], [-0.139, 1.466, 3.934], [-0.776, 0.989, 2.350], [-0.010, 5.379, 0.664], [1.024, 5.702, -1.553], [2.294, 3.845, -2.594], [2.533, 1.711, -1.385], [1.552, -2.760, -2.258], [-0.087, -4.228, -3.408], [-2.442, -4.279, -2.627], [-4.809, -3.496, 0.637], [-1.520, -1.428, 0.400]],
  "forces_ev_per_angstrom": [[0.263, -0.140, -0.095], [-0.201, 0.021, 0.030], [-0.178, 0.214, 0.190], [0.186, -0.131, 0.270], [0.029, -0.058, -0.130], [0.028, 0.454, -0.161], [-0.019, -0.157, 0.193], [-0.010, -0.158, 0.155], [-0.003, -0.033, 0.024], [-0.023, 0.037, 0.040], [0.071, -0.081, -0.068], [-0.009, 0.099, -0.022], [0.021, 0.100, -0.061], [-0.108, -0.334, -0.189], [0.088, 0.102, 0.098], [-0.010, 0.046, 0.038], [-0.232, 0.121, 0.216], [-0.038, -0.101, -0.024], [0.668, 0.404, -0.769], [-0.959, -0.584, 1.029], [0.139, 0.281, 0.031], [0.103, -0.149, -0.235], [-0.048, 0.026, -0.052], [0.069, -0.065, -0.132], [-0.226, 0.130, 0.033], [0.002, -0.018, 0.041], [0.060, 0.000, -0.039], [-0.051, -0.021, -0.048], [0.003, -0.117, 0.092], [-0.077, 0.135, -0.003], [-0.013, 0.088, -0.044], [0.045, 0.013, -0.089], [0.078, -0.101, -0.070], [0.080, -0.003, -0.017], [0.024, -0.044, -0.078], [-0.088, -0.063, -0.027], [0.381, 0.053, -0.164], [-0.043, 0.032, 0.037]],
  "total_charge": 0,
  "multiplicity": 1,
  "smiles": "O=C(N[C@@H]1CCSc2ccccc21)c1cccc(OC(F)F)c1",
  "lumo_ev": 0.58,
  "e_homo_ha": -0.303,
  "energy_ev": -39728.9528,
  "homo_lumo_gap_ev": 8.81
}


2.
{
  "formula": "C17H15F3N2",
  "method": "wB97M-V/def2-TZVPD",
  "symbols": ["C", "N", "C", "C", "C", "N", "C", "C", "C", "C", "C", "F", "F", "F", "C", "C", "C", "C", "C", "C", "C", "C", "H", "H", "H", "H", "H", "H", "H", "H", "H", "H", "H", "H", "H", "H", "H"],
  "coordinates": [[1.363, -2.051, -1.736], [2.330, -2.068, -0.637], [1.811, -2.829, 0.504], [1.975, -2.134, 1.856], [1.545, -3.072, 2.896], [1.246, -3.800, 3.759], [1.136, -0.847, 1.972], [1.754, 0.403, 1.931], [1.002, 1.571, 2.005], [-0.379, 1.478, 2.057], [-1.213, 2.727, 1.911], [-2.408, 2.470, 1.293], [-0.579, 3.688, 1.169], [-1.510, 3.291, 3.129], [-1.010, 0.254, 2.241], [-0.247, -0.915, 2.165], [3.703, -2.187, -0.975], [4.078, -3.114, -1.959], [5.406, -3.222, -2.367], [6.377, -2.368, -1.832], [6.018, -1.451, -0.835], [4.703, -1.391, -0.367], [1.813, -1.668, -2.660], [0.960, -3.056, -1.945], [0.539, -1.398, -1.420], [2.331, -3.808, 0.554], [0.750, -3.043, 0.299], [3.051, -1.901, 1.964], [2.839, 0.460, 1.846], [1.492, 2.539, 2.005], [-2.076, 0.216, 2.433], [-0.755, -1.874, 2.273], [3.303, -3.750, -2.393], [5.671, -3.977, -3.108], [7.412, -2.432, -2.172], [6.774, -0.786, -0.417], [4.420, -0.697, 0.425]],
  "forces_ev_per_angstrom": [[0.131, 0.020, 0.087], [-0.568, 0.496, 0.536], [0.479, -0.594, -0.953], [-0.306, 0.714, -0.138], [-0.087, -1.494, 2.173], [0.479, 1.453, -1.906], [0.134, -0.027, 0.044], [0.052, -0.173, 0.141], [0.234, -0.265, -0.294], [-0.293, 0.389, 0.100], [-0.483, 0.705, 0.200], [1.013, 0.255, 0.573], [-0.571, -0.828, 0.723], [0.188, -0.354, -1.073], [0.496, -0.388, -0.318], [-0.227, 0.239, 0.140], [0.646, -0.342, -0.086], [0.174, 0.221, 0.211], [-0.021, 0.161, 0.041], [-0.254, -0.035, 0.168], [-0.103, -0.368, -0.013], [-0.477, -0.272, -0.517], [-0.091, 0.027, 0.362], [0.018, 0.145, -0.074], [0.039, -0.157, -0.317], [-0.244, 0.244, 0.089], [0.306, 0.142, 0.284], [-0.509, -0.118, 0.255], [-0.241, 0.024, 0.043], [-0.104, -0.116, -0.208], [0.046, -0.066, -0.234], [0.240, 0.189, 0.011], [0.304, 0.141, 0.067], [0.019, 0.265, 0.145], [-0.309, 0.045, 0.085], [-0.198, -0.191, -0.050], [0.087, -0.084, -0.297]],
  "total_charge": 0,
  "multiplicity": 1,
  "smiles": "CN(C[C@H](C#N)c1ccc(C(F)(F)F)cc1)c1ccccc1",
  "lumo_ev": 0.48,
  "e_homo_ha": -0.320,
  "energy_ev": -29004.9146,
  "homo_lumo_gap_ev": 9.19
}


3.
{
  "formula": "C17H15F6N3O5",
  "method": "wB97M-V/def2-TZVPD",
  "symbols": ["N", "C", "O", "C", "C", "C", "C", "N", "C", "C", "N", "C", "C", "H", "H", "H", "H", "H", "C", "C", "O", "C", "O", "C", "F", "F", "F", "H", "H", "H", "H", "H", "C", "C", "O", "C", "O", "C", "F", "F", "F", "H", "H", "H", "H", "H"],
  "coordinates": [[-0.808, 6.910, -3.020], [-0.919, 5.808, -3.331], [-1.088, 4.488, -3.676], [-0.655, 3.738, -2.527], [-1.673, 3.346, -1.494], [-1.202, 2.601, -0.338], [0.245, 2.204, -0.163], [0.573, 1.508, 0.998], [1.906, 1.239, 1.068], [2.885, 1.609, -0.004], [2.596, 2.283, -1.151], [1.238, 2.589, -1.185], [0.744, 3.380, -2.374], [-2.730, 3.660, -1.662], [-1.923, 2.314, 0.475], [2.266, 0.683, 1.962], [3.959, 1.319, 0.157], [1.442, 3.735, -3.184], [-6.099, 0.194, -2.603], [-6.272, -0.619, -1.337], [-5.019, -1.186, -0.922], [-4.219, -0.384, -0.208], [-4.479, 0.747, 0.092], [-2.950, -1.131, 0.205], [-2.430, -1.859, -0.801], [-3.185, -1.991, 1.216], [-1.984, -0.302, 0.619], [-5.635, -0.410, -3.386], [-7.062, 0.558, -2.962], [-5.445, 1.052, -2.433], [-6.946, -1.456, -1.526], [-6.715, -0.024, -0.535], [3.744, -4.896, 3.648], [4.121, -4.702, 2.194], [4.014, -3.318, 1.822], [5.067, -2.546, 2.120], [6.062, -2.930, 2.666], [4.834, -1.119, 1.623], [3.586, -0.675, 1.894], [4.994, -1.024, 0.290], [5.679, -0.237, 2.173], [2.750, -4.487, 3.844], [3.747, -5.956, 3.909], [4.440, -4.375, 4.307], [3.426, -5.250, 1.557], [5.121, -5.086, 1.983]],
  "forces_ev_per_angstrom": [[0.022, -0.061, -0.134], [-0.561, -2.477, -0.866], [0.873, 2.450, 1.781], [1.719, -2.193, 2.670], [2.657, -0.790, 0.475], [0.449, 0.958, -1.801], [-1.074, 0.790, -0.755], [2.792, 0.551, -1.692], [-0.943, 0.709, -1.183], [-0.451, 0.234, -0.007], [-1.764, -1.242, 3.159], [-1.611, 0.994, -1.360], [-2.169, 0.192, 0.290], [1.031, -0.425, 0.409], [0.912, 0.276, -1.002], [-0.617, 0.950, -0.993], [-1.268, 0.361, -0.261], [-0.622, -0.616, 1.164], [0.328, 0.115, -0.053], [-0.636, 0.245, -0.368], [0.615, -0.047, 0.508], [-1.326, 0.248, -0.508], [0.584, -0.278, 0.144], [1.528, -0.748, 0.365], [-0.419, 0.302, 0.010], [-0.385, 0.322, -0.221], [-0.595, 0.061, -0.158], [-0.137, -0.043, 0.036], [0.028, -0.049, 0.053], [-0.118, 0.006, 0.059], [0.295, -0.140, 0.102], [0.272, -0.006, 0.030], [0.036, 0.307, 0.200], [-0.093, -0.751, 0.264], [0.295, 0.750, -0.240], [-0.182, -1.501, 0.229], [-0.087, 0.665, -0.184], [-0.047, 1.452, -0.378], [0.754, -0.949, 0.142], [-0.007, -0.438, 0.292], [-0.115, -0.601, 0.059], [-0.003, -0.125, -0.091], [0.005, 0.044, -0.066], [0.052, -0.110, -0.063], [-0.027, 0.334, -0.099], [0.014, 0.277, 0.040]],
  "total_charge": 0,
  "multiplicity": 1,
  "smiles": "N#COc1ccc2nccnc2c1.CCOC(=O)C(F)(F)F.CCOC(=O)C(F)(F)F",
  "lumo_ev": -0.68,
  "e_homo_ha": -0.339,
  "energy_ev": -48882.3408,
  "homo_lumo_gap_ev": 8.54
}


4.
{
  "formula": "C17H15N3O3Pt",
  "method": "wB97M-V/def2-TZVPD",
  "symbols": ["Pt", "O", "C", "C", "C", "C", "C", "C", "C", "O", "N", "N", "C", "C", "C", "C", "C", "C", "C", "O", "H", "H", "H", "H", "H", "H", "H", "H", "H", "H", "C", "C", "C", "N", "H", "H", "H", "H", "H"],
  "coordinates": [[-0.517, -0.463, 0.044], [3.897, -1.090, 0.143], [4.234, 0.216, 0.077], [5.594, 0.524, 0.075], [6.015, 1.835, 0.006], [5.084, 2.869, -0.063], [3.739, 2.568, -0.057], [3.288, 1.247, 0.016], [1.842, 0.963, 0.030], [1.483, -0.307, 0.027], [0.997, 1.939, 0.039], [-0.308, 1.461, 0.035], [-1.264, 2.303, 0.062], [-2.660, 1.981, 0.046], [-3.554, 3.074, 0.055], [-4.911, 2.912, 0.017], [-5.433, 1.611, -0.033], [-4.598, 0.525, -0.040], [-3.192, 0.666, 0.004], [-2.494, -0.443, 0.002], [2.923, -1.141, 0.119], [6.298, -0.297, 0.129], [7.075, 2.057, 0.005], [5.413, 3.898, -0.119], [2.996, 3.351, -0.109], [-0.959, 3.346, 0.091], [-3.130, 4.072, 0.093], [-5.569, 3.771, 0.020], [-6.505, 1.461, -0.069], [-4.987, -0.484, -0.079], [-1.995, -5.561, 0.056], [-0.576, -5.029, -0.180], [-0.543, -3.569, -0.123], [-0.569, -2.430, -0.078], [-1.993, -6.647, -0.015], [-2.684, -5.164, -0.686], [-2.353, -5.277, 1.044], [-0.201, -5.336, -1.156], [0.116, -5.411, 0.571]],
  "forces_ev_per_angstrom": [[0.083, 0.510, -0.570], [0.341, 0.001, 0.011], [-0.007, -0.186, 0.013], [0.048, -0.042, 0.005], [-0.022, -0.036, 0.004], [0.005, 0.055, -0.001], [-0.029, 0.064, 0.000], [0.042, 0.033, 0.002], [0.114, -0.259, -0.045], [-0.090, 0.046, 0.082], [-0.197, 0.226, -0.004], [0.440, -0.368, 0.286], [-0.309, 0.617, -0.013], [-0.230, 0.004, 0.014], [0.151, 0.065, 0.005], [-0.139, 0.044, -0.010], [0.049, 0.008, -0.002], [-0.025, -0.051, -0.003], [0.135, -0.035, 0.008], [-0.100, -0.084, 0.067], [-0.101, 0.019, -0.004], [-0.001, 0.017, -0.007], [-0.005, -0.005, -0.001], [-0.017, -0.008, -0.003], [0.012, 0.009, 0.007], [-0.108, 0.013, -0.039], [-0.018, -0.023, -0.009], [0.013, -0.017, 0.011], [0.009, -0.005, 0.003], [0.001, 0.012, 0.007], [0.038, 0.055, -0.005], [-0.115, -0.010, 0.016], [-0.064, -0.192, -0.065], [0.028, -0.508, 0.256], [0.013, 0.003, 0.002], [-0.003, -0.013, 0.003], [-0.006, -0.007, -0.006], [0.030, 0.026, -0.023], [0.036, 0.023, 0.007]],
  "total_charge": 0,
  "multiplicity": 1,
  "lumo_ev": 0.23,
  "e_homo_ha": -0.282,
  "energy_ev": -31732.3869,
  "homo_lumo_gap_ev": 7.90
}